(1)
Entry from OMol25: a molecular structure, C40H36Cl5FN2O4TeV (wB97M-V/def2-TZVPD).

Geometry as ORCA input:
```
! wB97M-V def2-TZVPD RIJCOSX def2/J DEFGRID3
* xyz -1 3
V 2.05 0.45 1.05
C 2.19 -1.30 8.20
C 1.81 -2.52 7.36
C 0.53 -3.14 7.90
C 0.12 -4.34 7.05
C -0.04 -3.92 5.62
C -0.92 -4.55 4.78
C -1.04 -4.15 3.45
F -1.92 -4.82 2.67
C -0.31 -3.13 2.94
C 0.59 -2.46 3.78
C 1.38 -1.36 3.22
O 1.14 -1.00 2.05
C 2.37 -0.80 4.08
C 2.42 -1.22 5.38
N 1.63 -2.16 5.93
C 0.73 -2.85 5.12
C 3.44 0.23 3.70
O 4.17 0.63 4.59
O 3.52 0.54 2.46
H 2.14 -1.58 9.25
H 1.49 -0.48 8.02
H 3.20 -0.95 8.00
H 2.61 -3.26 7.42
H -0.26 -2.39 7.90
H 0.70 -3.44 8.93
H -0.81 -4.78 7.42
H 0.89 -5.11 7.12
H -1.53 -5.37 5.14
H -0.40 -2.81 1.91
H 3.16 -0.75 6.00
Cl 3.89 1.99 -0.39
C 4.19 0.35 -0.91
C 3.38 -0.61 -0.33
C 3.61 -1.91 -0.73
Cl 2.64 -3.19 -0.03
C 4.58 -2.25 -1.67
Cl 4.83 -3.89 -2.15
C 5.36 -1.24 -2.24
Cl 6.56 -1.63 -3.42
C 5.17 0.08 -1.85
Cl 6.11 1.35 -2.55
C -0.72 3.13 0.79
C 0.39 2.11 0.88
O 1.09 2.06 1.99
N 0.68 1.26 -0.06
Te -1.30 0.39 -1.82
C -2.96 0.15 -3.19
C -2.80 0.08 -4.59
C -1.45 0.12 -5.25
C -3.92 -0.03 -5.41
C -5.21 -0.10 -4.90
C -6.41 -0.21 -5.80
C -5.36 -0.07 -3.52
C -4.26 0.05 -2.66
C -4.52 0.07 -1.18
C -0.51 2.04 -2.90
C -1.28 3.19 -3.09
C -2.68 3.33 -2.55
C -0.74 4.26 -3.81
C 0.55 4.22 -4.32
C 1.13 5.39 -5.06
C 1.30 3.07 -4.10
C 0.80 1.98 -3.41
C 1.68 0.77 -3.25
H -0.55 3.92 1.52
H -1.67 2.65 1.00
H -0.76 3.55 -0.21
H -0.75 -0.54 -4.72
H -1.02 1.12 -5.23
H -1.52 -0.21 -6.28
H -3.78 -0.07 -6.49
H -6.11 -0.26 -6.85
H -7.08 0.64 -5.67
H -6.99 -1.11 -5.58
H -6.35 -0.15 -3.09
H -5.59 0.00 -0.97
H -4.13 0.98 -0.72
H -4.02 -0.77 -0.67
H -2.74 2.91 -1.54
H -3.40 2.79 -3.17
H -2.97 4.38 -2.51
H -1.34 5.15 -3.95
H 0.37 6.14 -5.28
H 1.59 5.08 -6.00
H 1.91 5.88 -4.46
H 2.32 3.02 -4.49
H 2.68 0.97 -3.62
H 1.27 -0.08 -3.80
H 1.74 0.49 -2.20
*
```

Properties
- relative energy (zero: lowest compared OMol25 entry of this formula, charge and spin) (kcal per mole) = 0.0
- <S²> = 2.023
- maximum force (Eh/bohr) = 0.01191
- HOMO (alpha / beta) (eV) = -4.68 / -4.73

Mulliken population analysis, charges in e, atoms 1 to 5: atom 1 (V): -0.06, atom 2 (C): -1.78, atom 3 (C): 0.49, atom 4 (C): -0.99, atom 5 (C): -1.01

---

(2)
Entry from OMol25: a molecular structure, C40H36ClN5O2PS2Ti (wB97M-V/def2-TZVPD).

Geometry as ORCA input:
```
! wB97M-V def2-TZVPD RIJCOSX def2/J DEFGRID3
* xyz -1 3
Ti 1.24 -0.31 -0.60
C 3.42 5.11 -0.73
N 2.28 4.35 -1.16
C 0.97 4.60 -0.82
C 0.21 3.63 -1.37
N 1.05 2.75 -2.02
C 2.34 3.22 -1.93
S 3.68 2.69 -2.72
C 0.65 1.62 -2.77
C -0.31 1.77 -3.74
C -0.61 0.71 -4.59
C 0.19 -0.43 -4.48
C 1.08 -0.53 -3.45
N 1.26 0.42 -2.49
H 3.25 6.17 -0.91
H 4.28 4.77 -1.32
H 3.62 4.93 0.33
H 0.69 5.45 -0.23
H -0.85 3.49 -1.35
H -0.80 2.73 -3.86
H -1.37 0.80 -5.35
H 0.12 -1.22 -5.21
H 1.74 -1.39 -3.39
O 2.38 -0.94 2.74
C 1.30 -1.11 2.23
O 0.79 -0.40 1.28
C 0.32 -2.22 2.64
P -1.01 -1.93 1.36
C -2.09 -3.39 1.72
C -1.75 -4.51 0.97
C -2.50 -5.67 1.03
C -3.63 -5.71 1.83
C -3.97 -4.61 2.60
C -3.21 -3.46 2.54
C -1.99 -0.61 2.15
C -1.49 0.32 3.06
C -2.29 1.36 3.52
C -3.59 1.49 3.08
C -4.10 0.58 2.16
C -3.30 -0.45 1.70
H -0.02 -2.14 3.68
H 0.77 -3.21 2.51
H -0.88 -4.45 0.32
H -2.22 -6.53 0.44
H -4.24 -6.60 1.86
H -4.85 -4.65 3.23
H -3.50 -2.60 3.14
H -0.47 0.25 3.40
H -1.88 2.07 4.22
H -4.20 2.31 3.43
H -5.11 0.69 1.79
H -3.69 -1.15 0.97
Cl 2.96 -2.76 -1.82
C 2.12 -2.18 -0.38
H 2.90 -2.08 0.39
H 1.45 -3.00 -0.07
N 5.29 3.37 3.46
C 5.61 2.53 2.40
S 7.22 2.15 2.16
C 4.57 2.08 1.55
C 4.81 1.19 0.47
C 3.79 0.73 -0.30
N 2.49 1.09 -0.11
C 2.25 1.96 0.90
C 3.21 2.47 1.72
H 6.07 3.47 4.10
H 4.42 3.17 3.92
H 5.83 0.89 0.26
H 3.98 0.10 -1.17
H 1.21 2.26 1.00
H 2.92 3.17 2.49
C -3.13 -3.06 -3.10
C -1.80 -3.35 -2.76
C -1.03 -2.43 -2.10
C -1.56 -1.18 -1.72
C -0.78 -0.25 -0.96
C -1.41 0.91 -0.56
C -2.73 1.22 -0.90
C -3.47 0.34 -1.65
C -2.91 -0.89 -2.05
C -3.66 -1.85 -2.75
H -3.72 -3.80 -3.62
H -1.39 -4.32 -3.03
H -0.01 -2.66 -1.84
H -0.86 1.61 0.09
H -3.17 2.15 -0.56
H -4.50 0.55 -1.91
H -4.69 -1.62 -3.00
*
```

Properties
- relative energy (zero: lowest compared OMol25 entry of this formula, charge and spin) (kcal per mole) = 62.7
- <S²> = 2.032
- maximum force (Eh/bohr) = 0.05402
- HOMO (alpha / beta) (eV) = -2.92 / -4.95

Mulliken population analysis, charges in e, atoms 1 to 5: atom 1 (Ti): -2.21, atom 2 (C): -0.91, atom 3 (N): 0.30, atom 4 (C): -1.21, atom 5 (C): -0.20

---

(3)
Entry from OMol25: a molecular structure, C40H36O4P (wB97M-V/def2-TZVPD).

Geometry as ORCA input:
```
! wB97M-V def2-TZVPD RIJCOSX def2/J DEFGRID3
* xyz 1 1
C 3.52 3.18 -4.02
O 2.07 3.24 -4.23
C 1.34 2.45 -3.40
C -0.07 2.52 -3.49
C -0.83 1.60 -2.79
C -0.25 0.73 -1.85
P -1.18 -0.25 -0.70
C -2.90 0.02 -1.20
C -3.30 -0.71 -2.36
C -4.51 -0.56 -2.98
C -5.39 0.42 -2.54
O -6.48 0.61 -3.33
C -7.41 1.64 -2.96
C -5.06 1.21 -1.39
C -3.85 0.95 -0.72
C -1.05 -2.02 -1.18
C -1.74 -3.15 -0.65
C -1.74 -4.38 -1.33
C -1.00 -4.54 -2.53
O -1.07 -5.63 -3.34
C -1.98 -6.65 -2.90
C -0.31 -3.44 -3.06
C -0.35 -2.23 -2.40
C 1.15 0.70 -1.77
C 1.94 1.50 -2.56
H 3.95 4.04 -4.56
H 3.75 3.24 -2.94
H 3.93 2.23 -4.43
H -0.52 3.28 -4.13
H -1.91 1.61 -2.96
H -2.66 -1.44 -2.81
H -4.81 -1.11 -3.86
H -8.22 1.49 -3.67
H -7.73 1.50 -1.91
H -6.93 2.64 -3.07
H -5.75 2.00 -1.09
H -3.68 1.50 0.22
H -2.27 -3.10 0.31
H -2.34 -5.22 -0.98
H -1.82 -7.45 -3.63
H -1.73 -6.98 -1.87
H -3.03 -6.28 -2.91
H 0.16 -3.59 -4.02
H 0.20 -1.42 -2.87
H 1.63 0.08 -1.04
H 3.01 1.39 -2.53
C 6.78 -0.28 6.49
C 5.61 0.46 6.37
C 4.49 -0.03 5.68
C 4.60 -1.29 5.08
O 3.58 -2.00 4.48
C 2.59 -1.34 3.71
C 2.57 -1.61 2.36
C 1.71 -0.91 1.52
C 0.75 0.00 2.01
C -0.30 0.58 1.13
C -0.41 2.05 1.24
C -1.45 2.73 0.55
C -1.43 4.10 0.44
C -0.57 4.90 1.22
C 0.34 4.25 2.07
C 0.41 2.87 2.10
C 0.74 0.16 3.41
C 1.66 -0.46 4.26
C 5.81 -2.03 5.14
C 6.90 -1.51 5.82
H 7.62 0.09 7.08
H 5.50 1.44 6.86
H 3.55 0.51 5.62
H 3.22 -2.38 1.94
H 1.71 -1.13 0.44
H -1.34 -0.03 1.14
H -2.19 2.14 0.01
H -2.14 4.59 -0.20
H -0.54 5.98 1.13
H 0.96 4.82 2.78
H 1.17 2.40 2.75
H -0.04 0.77 3.91
H 1.65 -0.33 5.35
H 5.83 -3.01 4.66
H 7.84 -2.09 5.85
*
```

Properties
- maximum force (Eh/bohr) = 0.07440
- HOMO (eV) = -10.30

Mulliken population analysis, charges in e, atoms 1 to 5: atom 1 (C): -0.79, atom 2 (O): -0.45, atom 3 (C): 0.76, atom 4 (C): -0.94, atom 5 (C): -0.65

---

- What is the formula in the first record?
  C40H36Cl5FN2O4TeV